1.
Here is C3H12FMgO3V as an isolated structure from OMol25. Energies are from ωB97M-V/def2-TZVPD.

Geometry as ORCA input:
```
! wB97M-V def2-TZVPD RIJCOSX def2/J DEFGRID3
* xyz 4 5
V -1.71 0.66 0.60
Mg 1.09 -2.07 -0.83
F -0.30 -0.84 -0.12
O 2.43 -0.71 -0.14
O -0.82 1.76 -1.36
O -2.59 -0.65 2.24
C -1.32 2.45 -2.53
C 3.86 -0.34 -0.18
C -1.95 -1.85 2.63
H 4.05 0.62 0.29
H 4.29 -0.19 -1.16
H 1.98 0.11 0.04
H -1.37 -2.14 1.75
H -3.53 -0.76 2.40
H -2.70 -2.59 2.89
H -1.24 -1.77 3.45
H 4.39 -1.13 0.35
H -1.79 1.85 -3.30
H -0.04 1.32 -1.69
H -0.62 3.14 -3.01
H -2.12 3.16 -2.30
*
```

Calculated values
Maximum force, Eh/bohr: 0.0701
Electronic energy, eV: -43245.8948
LUMO (alpha / beta), eV: -17.3 / -22.2
Orbital gap (alpha / beta), eV: 7.983 / 2.636

Here are the Mulliken charges for atoms 1 to 8, given in e: number 1, V, carries 1.51; number 2, Mg, carries 1.45; number 3, F, carries -0.52; number 4, O, carries -0.38; number 5, O, carries -0.19; number 6, O, carries -0.40; number 7, C, carries -0.35; number 8, C, carries -0.55

2.
Here is C3H6Br3NOP as an isolated structure from OMol25. Energies are from ωB97M-V/def2-TZVPD.

Geometry as ORCA input:
```
! wB97M-V def2-TZVPD RIJCOSX def2/J DEFGRID3
* xyz 1 1
Br 2.95 2.15 -4.80
Br 3.47 1.34 0.35
Br 1.37 4.05 -2.21
P 3.00 2.55 -2.59
O 2.06 1.25 -2.25
N 0.74 1.33 -0.03
C -0.42 1.34 -0.86
C 0.49 1.50 1.35
C 1.91 1.42 -0.44
H -1.21 0.63 -0.61
H 1.55 1.47 1.92
H -0.08 0.68 1.76
H -0.09 2.27 1.56
H -0.90 2.28 -0.87
H -0.33 1.08 -1.90
*
```

Calculated values
Maximum force, Eh/bohr: 0.1292
Electronic energy, eV: -226153.2539
Relative energy (zero: lowest compared OMol25 entry of this formula, charge and spin), kcal per mole: 28.2
LUMO, eV: -5.2
Orbital gap, eV: 8.011

Here are the Mulliken charges for atoms 1 to 8, given in e: number 1, Br, carries -0.11; number 2, Br, carries 0.10; number 3, Br, carries -0.13; number 4, P, carries 0.39; number 5, O, carries -0.26; number 6, N, carries 0.09; number 7, C, carries -1.07; number 8, C, carries -0.95

3.
Here is a 3-piece molecular cluster, CH8O2S2 overall from OMol25. Energies are from ωB97M-V/def2-TZVPD.

Geometry as ORCA input:
```
! wB97M-V def2-TZVPD RIJCOSX def2/J DEFGRID3
* xyz 0 1
S -1.77 -4.94 0.53
S -1.15 -3.63 -0.95
O 2.00 3.22 3.86
O 1.34 6.63 -0.18
C -1.79 -4.19 -2.53
H 2.06 4.17 3.97
H 1.33 6.44 -1.13
H -2.80 -3.85 -2.74
H 2.14 6.14 0.07
H -1.48 -4.08 1.51
H -1.18 -3.63 -3.23
H 2.85 2.95 3.50
H -1.56 -5.23 -2.70
*
```

Calculated values
Maximum force, Eh/bohr: 0.0221
SMILES: CSS.O.O
Electronic energy, eV: -26931.5947
Relative energy (zero: lowest compared OMol25 entry of this formula, charge and spin), kcal per mole: 21.2
LUMO, eV: 0.6
Orbital gap, eV: 8.721

Here are the Mulliken charges for atoms 1 to 8, given in e: number 1, S, carries -0.19; number 2, S, carries -0.03; number 3, O, carries -0.64; number 4, O, carries -0.63; number 5, C, carries -0.81; number 6, H, carries 0.32; number 7, H, carries 0.32; number 8, H, carries 0.30

4.
Here is C13H18Cl2I2N4PTl as an isolated structure from OMol25. Energies are from ωB97M-V/def2-TZVPD.

Geometry as ORCA input:
```
! wB97M-V def2-TZVPD RIJCOSX def2/J DEFGRID3
* xyz 2 1
Tl 1.58 -0.48 -1.18
I 0.08 1.20 1.48
I 2.87 -0.76 2.48
Cl -1.66 2.25 -4.36
Cl 2.74 2.52 -1.14
P -1.21 -2.23 -0.03
N -3.67 -2.50 1.26
N -1.84 -3.77 2.24
N -2.85 -4.48 0.14
N 0.23 1.26 -2.30
C 1.78 1.03 2.74
C 1.77 3.16 -2.39
C -2.85 -1.53 0.53
C -4.02 -3.66 0.44
C 0.12 4.21 -4.43
C 0.56 2.38 -2.79
C 1.28 4.84 -4.00
C -3.09 -2.91 2.49
C -0.25 3.03 -3.85
C 2.11 4.33 -2.98
C -2.25 -4.95 1.34
C -1.91 -3.81 -0.76
C -0.74 -2.96 1.62
H -1.52 -4.14 3.14
H -2.95 -5.55 1.92
H -2.42 -3.56 -1.69
H -3.78 -3.53 3.06
H 2.43 1.87 2.52
H 0.14 -3.60 1.51
H -2.78 -2.06 3.09
H 1.57 5.77 -4.47
H -1.34 -5.53 1.14
H -0.48 -2.15 2.30
H -1.09 -4.49 -1.01
H -4.75 -4.26 0.97
H -3.40 -1.19 -0.35
H -2.67 -0.65 1.15
H 3.00 4.87 -2.68
H -4.47 -3.32 -0.49
H 1.43 1.06 3.77
H -0.49 4.65 -5.21
*
```

Calculated values
Maximum force, Eh/bohr: 0.0054
Electronic energy, eV: -74944.9451
Relative energy (zero: lowest compared OMol25 entry of this formula, charge and spin), kcal per mole: 65.3
LUMO (alpha / beta), eV: -7.7 / -7.7
Orbital gap (alpha / beta), eV: 6.156 / 6.152

Here are the Mulliken charges for atoms 1 to 8, given in e: number 1, Tl, carries 0.54; number 2, I, carries 0.06; number 3, I, carries 0.09; number 4, Cl, carries -0.07; number 5, Cl, carries -0.11; number 6, P, carries 0.42; number 7, N, carries 0.14; number 8, N, carries 0.02

5.
Here is a 2-piece molecular cluster, C5H12NS overall from OMol25. Energies are from ωB97M-V/def2-TZVPD.

Geometry as ORCA input:
```
! wB97M-V def2-TZVPD RIJCOSX def2/J DEFGRID3
* xyz 1 1
S 3.33 0.68 -0.26
N -1.01 0.02 0.72
C -2.20 0.40 0.03
C 1.27 -0.24 -1.86
C -0.04 0.83 0.97
C 1.74 0.52 -0.70
C -0.81 -1.34 1.15
H 2.09 -0.32 -2.70
H 0.78 0.69 1.65
H 0.92 -1.27 -1.64
H -3.04 -0.33 0.04
H -0.21 1.86 0.81
H -1.06 -2.07 0.40
H -1.81 0.49 -1.09
H -1.40 -1.55 2.03
H -2.49 1.48 0.20
H 0.27 -1.41 1.55
H 0.41 0.26 -2.31
H 3.26 1.30 1.00
*
```

Calculated values
Maximum force, Eh/bohr: 0.0910
Electronic energy, eV: -17694.4938
Relative energy (zero: lowest compared OMol25 entry of this formula, charge and spin), kcal per mole: 96.7
LUMO, eV: -4.3
Orbital gap, eV: 8.105

Here are the Mulliken charges for atoms 1 to 8, given in e: number 1, S, carries -0.08; number 2, N, carries 0.20; number 3, C, carries -0.78; number 4, C, carries -0.91; number 5, C, carries -0.54; number 6, C, carries 0.25; number 7, C, carries -0.96; number 8, H, carries 0.35

6.
Here is C63H79BN8SSiTeY as an isolated structure from OMol25. Energies are from ωB97M-V/def2-TZVPD.

Geometry as ORCA input:
```
! wB97M-V def2-TZVPD RIJCOSX def2/J DEFGRID3
* xyz 1 1
Te 1.51 -0.45 -2.82
Y -0.64 0.21 -0.02
S -0.97 2.13 2.00
Si -1.87 2.38 -1.57
N 0.59 1.54 4.04
N 1.40 -0.47 1.12
N 0.12 -2.72 -0.28
N 1.28 -1.68 1.76
N -1.18 -2.39 1.82
N -1.60 -1.09 1.84
N -0.92 -2.02 -0.85
N 0.79 3.71 3.22
C 1.74 -4.57 -0.96
C 4.41 1.58 1.17
C 1.98 0.89 -5.47
C -3.67 4.31 -0.38
C 1.79 1.18 -4.12
C -2.54 2.04 -3.32
C 1.84 2.49 -3.67
C 2.90 -3.91 -0.24
C -2.09 -5.21 0.82
C -3.18 -2.39 2.72
C 2.23 1.92 -6.37
C 1.78 0.58 5.93
C 0.96 -2.87 4.64
C 5.83 -0.16 -2.18
C -3.35 -1.36 -2.20
C -2.62 -2.93 -4.03
C 6.27 -1.45 -2.47
C 2.26 5.32 4.24
C -4.43 2.05 -0.30
C -2.14 -3.20 2.31
C 2.74 -4.20 3.41
C -3.78 2.53 -3.75
C -0.23 -3.57 -2.30
C -3.64 0.13 2.72
C -0.83 3.96 -1.78
C -3.35 0.60 4.15
C 0.56 -3.65 -1.17
C -4.87 4.73 0.18
C -1.13 -2.52 -2.06
C -5.86 3.81 0.49
C 2.08 2.96 5.09
C 3.57 -0.84 -2.62
C 0.56 5.72 -0.84
C -2.17 -4.70 2.27
C 0.24 2.50 3.13
C -1.78 1.34 -4.26
C -2.16 -1.93 -2.98
C 2.23 2.06 0.01
C 4.01 -2.12 -2.94
C -5.13 -0.16 2.56
C -2.81 -1.09 2.41
C 2.88 1.55 1.29
C 2.17 -1.75 2.76
C 5.37 -2.42 -2.85
C 4.48 0.14 -2.25
C 2.09 3.52 -4.57
C -0.06 5.82 -3.15
C -0.15 4.54 -0.70
C -2.21 1.15 -5.56
C -4.23 2.33 -5.05
C 0.61 6.37 -2.07
C 2.28 3.24 -5.91
C 1.51 1.73 5.02
C -0.77 4.63 -3.00
C 2.26 -2.81 3.83
C -3.44 1.64 -5.96
C 2.41 0.18 1.69
C 2.94 -0.60 2.73
C 1.36 -5.90 -0.30
C -3.43 2.96 -0.64
C 1.68 3.95 4.17
C -1.20 -5.42 3.19
C -5.64 2.47 0.24
B 0.22 -2.72 1.28
H -3.62 -0.18 4.86
H -3.04 -0.58 -1.49
H 2.64 3.03 -0.27
H 2.37 1.70 -7.42
H 0.87 0.29 6.46
H -1.28 -5.07 4.22
H -5.36 -0.59 1.58
H 2.12 -0.28 5.35
H -5.03 5.79 0.37
H 4.89 1.34 2.12
H 4.75 0.86 0.43
H 3.31 -2.88 -3.26
H -3.33 -2.45 -4.71
H -1.41 -6.49 3.18
H -4.41 3.07 -3.05
H 1.07 6.15 0.02
H -0.20 4.08 0.28
H 5.71 -3.42 -3.10
H -1.69 -1.09 -3.50
H 2.66 -3.71 0.80
H 0.11 -3.11 4.00
H 2.53 0.84 6.66
H 2.93 -4.79 4.30
H -1.12 -5.02 0.39
H -3.94 1.50 4.38
H -4.30 0.99 -0.50
H 1.90 5.82 5.14
H 2.11 4.54 -4.22
H -2.92 5.05 -0.63
H 1.02 -3.63 5.41
H -3.86 -2.14 -1.63
H -0.13 -4.15 -3.19
H -3.10 -3.80 -3.58
H -3.18 -4.94 2.63
H -1.28 4.22 -3.87
H -5.70 0.76 2.67
H 0.16 0.63 3.91
H -3.79 1.49 -6.97
H 1.65 2.73 -2.63
H 3.19 -2.96 -0.69
H 3.77 -4.56 -0.25
H 4.74 2.57 0.86
H 3.77 -0.37 3.37
H 0.57 -6.41 -0.85
H 3.04 -2.43 4.50
H -5.19 2.73 -5.35
H 2.60 2.24 2.09
H -1.58 0.61 -6.26
H -2.30 0.85 4.28
H 1.15 2.26 0.14
H -4.06 -0.90 -2.88
H -3.37 0.94 2.03
H -1.78 -3.28 -4.64
H 3.67 -4.15 2.84
H -0.16 -5.30 2.87
H 1.02 -5.76 0.72
H 7.33 -1.68 -2.42
H 1.16 7.30 -2.18
H 2.00 -4.73 2.81
H 4.15 1.15 -2.05
H -6.42 1.74 0.45
H -5.47 -0.86 3.32
H -0.04 6.32 -4.11
H 1.96 5.90 3.37
H 2.36 1.36 -0.81
H 1.94 -0.13 -5.83
H 0.55 -3.80 1.66
H 2.81 3.18 5.86
H 3.35 5.28 4.31
H -0.80 0.97 -3.97
H 6.54 0.61 -1.91
H -2.27 -6.28 0.80
H -4.11 -2.73 3.16
H 2.06 -4.80 -1.98
H 2.47 4.04 -6.61
H -6.81 4.14 0.90
H -2.84 -4.72 0.19
H 0.75 -1.91 5.12
H 2.24 -6.55 -0.28
*
```

Calculated values
Maximum force, Eh/bohr: 0.0170
Electronic energy, eV: -106262.1514
Relative energy (zero: lowest compared OMol25 entry of this formula, charge and spin), kcal per mole: 0.0
LUMO, eV: -2.8
Orbital gap, eV: 6.452

Here are the Mulliken charges for atoms 1 to 8, given in e: number 1, Te, carries 0.34; number 2, Y, carries -1.11; number 3, S, carries -0.09; number 4, Si, carries 2.97; number 5, N, carries 0.62; number 6, N, carries 1.62; number 7, N, carries 1.95; number 8, N, carries 0.78